C17H19N2O4SiV | ωB97M-V with the def2-TZVPD basis set

Output
Spin multiplicity: 4
Molar mass (g mol⁻¹): 394.38
Calculated total energy (Eh): -2303.3999
Charge: -1
HOMO (spin up / spin down) (Eh): -0.083 / -0.178

Each line ends with the Löwdin spin population.
Atoms and positions in Å:
1 V -0.30367 -0.84300 -1.36644  1.97
2 O 3.33043 0.78934 2.03432  0.01
3 C 3.77155 -0.44458 1.72620  0.01
4 C 4.84289 -0.96215 2.44685  0.00
5 C 5.37388 -2.20185 2.13144  0.02
6 C 4.83684 -2.94932 1.09077  0.00
7 C 3.75365 -2.45473 0.38734  0.02
8 C 3.19706 -1.21201 0.69105  0.00
9 C 2.01583 -0.75229 -0.04192  0.08
10 O 1.33736 -1.56601 -0.80538  0.03
11 N 1.64351 0.50784 0.05429  -0.02
12 N 0.56328 0.71543 -0.75227  0.12
13 C 0.05397 1.95675 -0.85698  0.31
14 C -0.90689 2.30379 -1.84364  0.03
15 C -1.37037 3.63045 -1.96019  0.09
16 C -2.27664 4.00520 -2.93189  0.00
17 C -2.75277 3.06005 -3.83520  0.11
18 C -2.31404 1.74490 -3.75250  0.00
19 C -1.41055 1.33381 -2.77331  0.08
20 O -1.02659 0.05784 -2.72918  0.07
21 H 2.66241 1.04093 1.34387  0.00
22 H 5.26184 -0.36020 3.24363  0.00
23 H 6.21443 -2.58208 2.69949  0.00
24 H 5.26142 -3.91228 0.83577  0.00
25 H 3.29830 -3.02409 -0.41240  0.00
26 H 0.44501 2.72234 -0.19227  0.02
27 H -0.99291 4.36924 -1.26133  0.00
28 H -2.61222 5.03398 -2.98865  0.00
29 H -3.46506 3.34434 -4.60061  0.01
30 H -2.67396 0.99083 -4.44263  0.00
31 C -3.65562 -2.43366 1.48542  0.00
32 Si -2.30889 -1.24112 0.88802  0.01
33 C -1.04577 -0.95394 2.27569  0.00
34 C -3.13860 0.44118 0.58843  0.01
35 O -1.58361 -1.82983 -0.41723  0.02
36 H -4.10651 -2.06838 2.41214  0.00
37 H -3.25022 -3.43068 1.67325  0.00
38 H -4.44783 -2.52922 0.73888  0.00
39 H -1.50692 -0.68350 3.22869  0.00
40 H -0.37111 -0.14309 1.98469  0.00
41 H -0.43498 -1.84708 2.43388  0.00
42 H -3.62074 0.81767 1.49447  0.00
43 H -3.89557 0.38409 -0.19867  0.00
44 H -2.39162 1.17512 0.27413  0.00

C17H19N3O | ωB97M-V with the def2-TZVPD basis set

Output
Spin multiplicity: 1
Molar mass (g mol⁻¹): 281.36
Calculated total energy (Eh): -898.7282
SMILES string: CCn1c(NCc2ccc(OC)cc2)nc2ccccc21
HOMO (Eh): -0.276

Each line ends with the natural charge from an NBO analysis.
Atoms and positions in Å:
1 C -1.26664 -3.00971 0.11802  -0.62
2 C -2.06607 -2.26798 -0.95315  -0.21
3 N -2.27100 -0.88840 -0.60731  -0.40
4 C -1.36147 0.14193 -0.69731  0.57
5 N -0.12095 -0.04514 -1.20255  -0.60
6 C 0.78708 1.06396 -1.39768  -0.24
7 C 2.14115 0.73924 -0.82452  -0.09
8 C 3.28972 0.76366 -1.60580  -0.18
9 C 4.51783 0.44589 -1.06482  -0.26
10 C 4.62713 0.08575 0.27851  0.30
11 O 5.88350 -0.21328 0.71277  -0.49
12 C 6.06256 -0.56625 2.06243  -0.25
13 C 3.48038 0.05411 1.06551  -0.32
14 C 2.25576 0.38065 0.51074  -0.12
15 N -1.80087 1.27666 -0.22068  -0.55
16 C -3.06982 1.01281 0.23436  0.09
17 C -3.99774 1.85064 0.83505  -0.21
18 C -5.21556 1.30813 1.19973  -0.23
19 C -5.51349 -0.03327 0.97819  -0.23
20 C -4.60108 -0.88542 0.37919  -0.28
21 C -3.38393 -0.34795 0.01090  0.17
22 H -1.12732 -4.04858 -0.16972  0.21
23 H -1.79787 -2.97656 1.06633  0.22
24 H -0.29104 -2.54791 0.25439  0.21
25 H -3.04933 -2.73042 -1.07156  0.21
26 H -1.55105 -2.32758 -1.91957  0.19
27 H 0.07583 -0.89796 -1.69896  0.39
28 H 0.87672 1.31186 -2.46300  0.19
29 H 0.33703 1.91240 -0.87608  0.25
30 H 3.22402 1.04044 -2.64830  0.21
31 H 5.41441 0.46679 -1.66387  0.22
32 H 5.75824 0.24309 2.73397  0.18
33 H 7.12964 -0.74851 2.18017  0.20
34 H 5.51086 -1.47713 2.31747  0.17
35 H 3.52840 -0.21758 2.10832  0.22
36 H 1.36832 0.36027 1.12608  0.21
37 H -3.76590 2.88952 1.00677  0.22
38 H -5.95722 1.93768 1.66971  0.21
39 H -6.47602 -0.41924 1.28040  0.21
40 H -4.84020 -1.92625 0.21301  0.21

C17H19N3O3 | ωB97M-V with the def2-TZVPD basis set

Output
Spin multiplicity: 1
Molar mass (g mol⁻¹): 313.36
Calculated total energy (Eh): -1049.1068
HOMO (Eh): -0.256

Each line ends with the natural charge from an NBO analysis.
Atoms and positions in Å:
1 C 1.60333 4.91312 -1.02462  -0.25
2 O 0.24402 4.55057 -0.72309  -0.50
3 C -0.00585 3.37388 -0.08390  0.32
4 C -1.35619 2.96883 -0.02657  -0.26
5 C -1.67657 1.70782 0.43612  -0.18
6 C -0.67744 0.84623 0.90343  -0.13
7 C -1.04985 -0.54708 1.42451  -0.02
8 C -0.74232 -0.71189 2.89561  -0.59
9 C -1.49434 -1.59814 3.69118  0.30
10 N -2.14106 -2.36252 4.31005  -0.44
11 C 0.09930 0.16695 3.58445  0.29
12 N 0.81628 0.88024 4.18515  -0.43
13 C 0.64569 1.27744 0.92917  -0.09
14 C 0.99927 2.53563 0.44719  -0.32
15 H 1.50546 5.86207 -1.55446  0.20
16 H 2.19436 5.05094 -0.11012  0.18
17 H 2.08501 4.16794 -1.67260  0.18
18 H -2.11807 3.65178 -0.39459  0.23
19 H -2.71505 1.37302 0.45054  0.21
20 H -2.12303 -0.72785 1.26282  0.21
21 H 1.43154 0.65147 1.35398  0.22
22 H 2.04100 2.85561 0.47209  0.23
23 C 2.03111 -0.52653 -3.31419  -0.26
24 O 0.75694 -1.01134 -2.83637  -0.48
25 C 0.71676 -1.03757 -1.50702  0.79
26 C -0.58983 -1.50201 -0.88945  -0.14
27 C -0.97329 -2.90107 -1.36154  -0.41
28 C -1.09371 -3.79465 -0.12965  -0.43
29 C -0.52111 -3.04121 1.06318  -0.22
30 N -0.33886 -1.58559 0.61034  -0.39
31 O 1.70369 -0.74482 -0.82264  -0.61
32 H 1.99881 -0.66484 -4.39098  0.20
33 H 2.14276 0.53349 -3.05713  0.20
34 H 2.84353 -1.10055 -2.85657  0.21
35 H -1.37616 -0.76252 -1.08244  0.27
36 H -1.90960 -2.82100 -1.92054  0.24
37 H -0.22448 -3.30142 -2.05673  0.23
38 H -2.13932 -4.04713 0.07756  0.23
39 H -0.55932 -4.74089 -0.25959  0.23
40 H -1.17798 -3.07501 1.92966  0.27
41 H 0.47633 -3.40456 1.35328  0.23
42 H 0.66825 -1.35685 0.69447  0.48

C17H19N5O3 | ωB97M-V with the def2-TZVPD basis set

Output
Spin multiplicity: 1
Molar mass (g mol⁻¹): 341.37
Calculated total energy (Eh): -1158.6540
SMILES string: N[C@@H](Cc1c[nH]c2ccccc12)C(=O)N[C@@H](Cc1c[nH]cn1)C(=O)O
HOMO (Eh): -0.290

Each line ends with the natural charge from an NBO analysis.
Atoms and positions in Å:
1 N 0.61684 -0.81433 3.11128  -0.87
2 C 0.02369 -0.90888 1.76545  -0.15
3 C -1.50226 -0.99318 2.01124  -0.45
4 C -2.62840 -0.80468 1.01225  -0.14
5 C -3.21727 -1.74853 0.20717  0.00
6 N -3.70106 -1.17671 -0.88258  -0.51
7 C -3.65819 0.15702 -0.77678  0.10
8 C -4.19161 1.22103 -1.49252  -0.22
9 C -3.90717 2.54678 -1.22096  -0.22
10 C -3.09977 2.88142 -0.08008  -0.22
11 C -2.57446 1.84434 0.70097  -0.20
12 C -2.91619 0.53122 0.37222  -0.08
13 C 0.41733 0.26432 0.94900  0.68
14 O 0.37184 1.42007 1.38073  -0.63
15 N 0.92996 0.13226 -0.32655  -0.64
16 C 1.54277 -0.89808 -1.02459  -0.18
17 C 3.01419 -1.22697 -0.49632  -0.41
18 C 3.79572 0.10191 -0.40200  0.13
19 C 4.69840 0.55906 0.59803  -0.15
20 N 4.87368 1.85387 0.13135  -0.49
21 C 4.32132 2.03721 -1.04363  0.19
22 N 3.62361 0.97713 -1.39652  -0.52
23 C 0.74541 -2.08085 -1.20013  0.77
24 O 1.29080 -3.06331 -1.64908  -0.58
25 O -0.57347 -1.98826 -1.00290  -0.70
26 H 1.09576 -1.58707 3.66135  0.39
27 H 1.20294 -0.02156 3.19678  0.38
28 H 0.50050 -1.75743 1.24284  0.19
29 H -1.41553 -0.26250 2.81600  0.25
30 H -1.74872 -1.89583 2.54180  0.23
31 H -3.19759 -2.86111 0.29738  0.22
32 H -4.16779 -1.72696 -1.55122  0.41
33 H -5.04568 1.04154 -2.19827  0.20
34 H -4.41872 3.27889 -1.74263  0.21
35 H -2.87696 3.92982 0.23862  0.22
36 H -1.91190 1.84206 1.51519  0.24
37 H 1.32395 1.07441 -0.55137  0.44
38 H 1.66291 -0.61927 -2.06869  0.27
39 H 3.01753 -1.88160 0.47309  0.22
40 H 3.52753 -1.81878 -1.26845  0.25
41 H 4.77020 0.33244 1.55527  0.21
42 H 5.62179 2.39629 0.44400  0.41
43 H 4.59080 2.95770 -1.63949  0.20
44 H -0.82669 -1.07340 -0.52709  0.53

C17H19N5O3 | ωB97M-V with the def2-TZVPD basis set

Output
Spin multiplicity: 1
Molar mass (g mol⁻¹): 341.37
Calculated total energy (Eh): -1158.7489
SMILES string: N[C@@H](Cc1c[nH]c2ccccc12)C(=O)N[C@@H](Cc1c[nH]cn1)C(=O)O
HOMO (Eh): -0.282

Each line ends with the natural charge from an NBO analysis.
Atoms and positions in Å:
1 N 0.62901 2.01935 1.60491  -0.84
2 C 0.55991 2.61149 0.29232  -0.12
3 C 1.81858 2.35736 -0.61458  -0.42
4 C 2.28259 0.94321 -0.87806  -0.12
5 C 1.84019 0.05952 -1.80426  -0.01
6 N 2.38330 -1.18782 -1.61632  -0.52
7 C 3.19504 -1.14889 -0.50815  0.13
8 C 3.99077 -2.12213 0.01714  -0.22
9 C 4.75636 -1.77656 1.11836  -0.22
10 C 4.69330 -0.48374 1.68202  -0.24
11 C 3.90487 0.51086 1.12854  -0.20
12 C 3.13978 0.17447 0.00232  -0.09
13 C -0.78761 2.28397 -0.45309  0.68
14 O -1.34162 3.19742 -1.01637  -0.63
15 N -1.34364 1.03419 -0.53089  -0.65
16 C -0.93486 -0.16942 0.10958  -0.18
17 C -1.90822 -0.46615 1.34212  -0.42
18 C -3.33931 -0.58655 0.91520  0.10
19 C -4.37775 -0.92363 1.71175  -0.10
20 N -5.50735 -0.85419 0.84938  -0.50
21 C -5.09093 -0.48848 -0.36527  0.21
22 N -3.80053 -0.21763 -0.31163  -0.56
23 C -0.94154 -1.49562 -0.72330  0.79
24 O -0.25888 -2.43386 -0.44953  -0.58
25 O -1.76531 -1.48113 -1.75062  -0.70
26 H -0.03842 2.54664 2.18233  0.36
27 H 1.52513 2.21040 2.05506  0.37
28 H 0.48846 3.71625 0.26973  0.20
29 H 1.62264 2.87511 -1.56774  0.23
30 H 2.68735 2.87296 -0.16577  0.21
31 H 1.12925 0.30302 -2.58232  0.22
32 H 2.13978 -2.02863 -2.13902  0.42
33 H 3.96615 -3.13313 -0.37876  0.21
34 H 5.56753 -2.41944 1.44227  0.21
35 H 5.42085 -0.18724 2.45099  0.21
36 H 3.84105 1.46358 1.63462  0.20
37 H -2.29372 1.15090 -0.89123  0.43
38 H 0.00878 0.04964 0.60385  0.29
39 H -1.78685 0.28803 2.11762  0.23
40 H -1.61821 -1.43105 1.76585  0.24
41 H -4.40464 -1.19848 2.76148  0.23
42 H -6.44993 -1.14363 1.07170  0.42
43 H -5.68974 -0.51784 -1.25895  0.21
44 H -2.52166 -0.91210 -1.44350  0.51